# 1
Formula: C6H15N2
Source: the OMol25 dataset
Level of theory: ωB97M-V/def2-TZVPD

```
! wB97M-V def2-TZVPD RIJCOSX def2/J DEFGRID3
* xyz 1 1
C 1.26447 -1.20320 2.29319
C 1.06880 -0.21132 1.09477
C -0.46155 -0.39665 0.73419
C -0.85861 0.37596 -0.49985
C -1.62772 1.48206 -0.40118
N -2.21007 1.99911 -1.54634
C -0.50034 -0.15256 -1.81102
N 1.85625 -0.60881 -0.16228
H 2.32219 -1.08542 2.88508
H 1.10795 -2.21227 1.80158
H 0.45190 -0.98042 3.04906
H 1.41023 0.73740 1.39495
H -0.71019 -1.45551 0.63936
H -1.03599 0.04824 1.63207
H -1.90423 1.97845 0.56641
H -2.77219 2.85833 -1.48979
H -2.07819 1.76063 -2.47506
H -1.45928 -0.38348 -2.31498
H 0.06574 0.69099 -2.36447
H 0.02153 -1.10183 -1.77411
H 1.64021 0.21527 -0.77741
H 1.59987 -1.52153 -0.58788
H 2.80922 -0.83344 0.11370
*
```

The value obtained for the energy above the lowest of the compared OMol25 structures with the same formula, charge and spin is 53.56 kcal/mol. As for the SMILES: C/C(=C\N)C[C@@H](C)[NH3+].

Atom charges from the natural (NBO) analysis, given in e for atoms 1 to 2: atom 1 (C): -0.64, atom 2 (C): -0.05



# 2
Formula: C6H15N2O
Source: the OMol25 dataset
Level of theory: ωB97M-V/def2-TZVPD

```
! wB97M-V def2-TZVPD RIJCOSX def2/J DEFGRID3
* xyz 1 1
C 1.39205 -0.37517 -0.30075
C 2.61698 0.58083 -0.75276
C -2.52466 0.63319 0.21296
C -1.39811 -1.37702 -0.70969
C 0.08643 0.44747 0.22228
C -1.24020 -0.23009 0.22656
N 0.25510 1.79543 0.22916
N -0.50492 -0.37068 1.48943
O 1.87639 -1.08520 0.77420
H 1.10023 -1.01997 -1.15105
H 2.89022 1.17264 0.13669
H 3.34505 -0.22162 -0.95243
H 2.54088 1.22858 -1.74206
H -3.37143 0.09347 0.62182
H -2.35188 1.51955 0.81127
H -2.72324 0.81610 -0.83351
H -2.42979 -1.53418 -0.87363
H -0.87615 -2.25136 -0.30298
H -0.88625 -1.15636 -1.60480
H 1.16709 2.11022 0.00737
H -0.61642 2.18301 -0.11298
H -0.87464 0.09139 2.33086
H 0.10109 -1.20123 1.73447
H 2.42618 -1.84901 0.53958
*
```

The value obtained for the energy above the lowest of the compared OMol25 structures with the same formula, charge and spin is 28.45 kcal/mol. As for the SMILES: C[C@@H](O)[C@]1(N)[NH2+]C1(C)C.

Atom charges from the natural (NBO) analysis, given in e for atoms 1 to 2: atom 1 (C): 0.09, atom 2 (C): -0.66



# 3
Formula: C6H15N2O12SV
Source: the OMol25 dataset
Level of theory: ωB97M-V/def2-TZVPD

```
! wB97M-V def2-TZVPD RIJCOSX def2/J DEFGRID3
* xyz -2 1
O -31.85879 -17.56014 -30.17095
V -32.00622 -16.80300 -28.79275
O -31.53661 -17.79328 -27.65028
C -34.32123 -19.03807 -28.37880
C -35.02163 -17.71439 -28.11701
C -35.81329 -17.63622 -26.81597
O -34.12115 -16.65824 -28.15063
H -35.07426 -19.84103 -28.31016
H -33.53250 -19.24187 -27.65362
H -33.86920 -19.07227 -29.36946
H -35.84384 -17.60187 -28.86061
H -36.46043 -18.50810 -26.65756
H -36.34710 -16.68570 -26.79040
H -35.15745 -17.59341 -25.93643
N -31.65987 -13.88153 -26.81547
O -32.86048 -13.65722 -26.69372
O -31.25680 -15.03641 -27.16066
O -30.83684 -12.94647 -26.69551
N -32.94179 -13.77292 -30.06098
O -32.39483 -12.69192 -30.31389
O -34.10512 -13.84888 -29.67028
O -32.25048 -14.86030 -30.14726
O -27.39146 -14.68077 -28.90236
S -28.18122 -15.68941 -28.27178
O -29.40316 -16.18024 -28.79330
O -27.14591 -16.90363 -28.00863
C -27.62561 -18.06989 -27.31561
C -27.21287 -19.32377 -28.04597
C -28.43835 -15.11666 -26.58867
H -28.71332 -18.05951 -27.20951
H -27.14400 -17.98506 -26.33842
H -27.84705 -20.16187 -27.73891
H -26.17495 -19.60870 -27.87216
H -27.41378 -19.29712 -29.11782
H -28.88860 -14.13115 -26.72467
H -27.49063 -15.02737 -26.06256
H -29.14096 -15.78714 -26.10186
*
```

Atom charges from the Mulliken analysis, given in e for atoms 1 to 2: atom 1 (O): -0.59, atom 2 (V): 1.23



# 4
Formula: C6H15N2O3P
Source: the OMol25 dataset
Level of theory: ωB97M-V/def2-TZVPD

```
! wB97M-V def2-TZVPD RIJCOSX def2/J DEFGRID3
* xyz -2 1
C -2.09511 -0.61694 2.06179
C -1.30581 -2.15145 0.10959
C 2.40175 -0.85095 -0.68958
C 2.00507 1.60583 -0.07636
C -1.42478 -0.62792 0.71501
C 1.51253 0.45831 -0.90800
N -0.19126 0.04702 0.64371
N 0.11830 0.18622 -0.81875
O -2.16246 1.00802 -1.72479
O -0.05838 2.18908 -2.48071
O -0.88862 2.52870 -0.02087
P -0.82333 1.69251 -1.31116
H -1.44995 -0.48756 2.92263
H -2.79581 0.21476 2.18993
H -2.70427 -1.54981 2.12481
H -0.36976 -2.59171 0.64573
H -1.00511 -1.98822 -0.96011
H -2.15198 -2.82555 0.25337
H 1.95743 -1.32964 0.13936
H 2.40040 -1.37067 -1.72127
H 3.47138 -0.53309 -0.41215
H 3.03999 1.36729 0.18697
H 1.47786 1.54724 0.80400
H 1.93762 2.49297 -0.65020
H -2.12964 -0.14551 0.06375
H 1.77490 0.63660 -1.95123
H -0.54094 1.09446 0.86452
*
```

As for the SMILES: CC(C)NN(C(C)C)P(=O)([O-])[O-].

Atom charges from the natural (NBO) analysis, given in e for atoms 1 to 2: atom 1 (C): -0.61, atom 2 (C): -0.65



# 5
Formula: C6H15N2Si
Source: the OMol25 dataset
Level of theory: ωB97M-V/def2-TZVPD

```
! wB97M-V def2-TZVPD RIJCOSX def2/J DEFGRID3
* xyz 1 1
C -0.92454 0.72018 -0.64715
C 1.26462 -0.77684 0.80313
C -1.70684 0.25224 -1.86576
C 1.18284 -0.57075 2.24808
C 1.96963 -0.12127 -1.30604
C -2.20545 -0.62524 0.87114
N 1.42764 0.17555 -0.00824
N -1.32912 0.43847 0.52400
Si 0.54953 1.79409 -0.14860
H 1.40766 -1.73831 0.42503
H -1.28558 -0.66986 -2.40465
H -1.87869 0.97143 -2.68733
H -2.83931 -0.03254 -1.65320
H 2.07459 -0.96175 2.68403
H 0.34568 -1.05427 2.66710
H 1.27792 0.49880 2.65789
H 1.09737 0.05451 -2.06995
H 2.79963 0.47645 -1.55284
H 2.23234 -1.18871 -1.41768
H -2.36164 -1.20736 0.01139
H -3.17379 -0.19728 1.27583
H -1.87931 -1.18244 1.71569
H 0.61052 2.47608 1.04441
H 1.34430 2.46879 -1.16629
*
```

The value obtained for the energy above the lowest of the compared OMol25 structures with the same formula, charge and spin is 63.53 kcal/mol.

Atom charges from the natural (NBO) analysis, given in e for atoms 1 to 2: atom 1 (C): -0.09, atom 2 (C): 0.32



# 6
Formula: C6H15N3O2
Source: the OMol25 dataset
Level of theory: ωB97M-V/def2-TZVPD

```
! wB97M-V def2-TZVPD RIJCOSX def2/J DEFGRID3
* xyz 0 1
C 0.30639 1.29949 -0.58665
C 0.32500 2.67503 -1.26900
C 2.16342 -0.13231 0.10386
N 1.46681 0.52905 -0.90939
N 1.56404 -0.96572 0.83118
N 3.38559 0.45125 0.34981
H 0.14205 1.47156 0.46728
H -0.64822 0.79383 -0.79537
H -0.66363 3.12715 -1.32667
H 0.76386 2.61882 -2.27005
H 1.75749 0.47624 -1.87066
H -0.06500 -0.81516 2.33781
H 1.98365 -1.40125 1.63783
H 3.48606 1.34593 -0.08603
H 3.85861 0.21816 1.21038
H 0.98551 3.32351 -0.70828
C -1.57186 -1.81735 0.26366
C -2.64996 -1.46879 -0.75355
C -1.88621 -1.33372 1.65430
O -2.99745 -1.44588 2.10187
O -0.99638 -0.57830 2.32446
H -1.33928 -2.88022 0.32747
H -0.64573 -1.34313 -0.04130
H -2.83655 -0.39595 -0.75314
H -3.58508 -1.96945 -0.50741
H -2.30310 -1.78280 -1.73237
*
```

The value obtained for the energy above the lowest of the compared OMol25 structures with the same formula, charge and spin is 5.37 kcal/mol. As for the SMILES: [H]/N=C(\N)NCC.CCC(=O)O.

Atom charges from the natural (NBO) analysis, given in e for atoms 1 to 2: atom 1 (C): -0.21, atom 2 (C): -0.61



In eV, the electronic energy values for the records above are, in order, -9437.649 -11485.226 -70532.545 -24876.549 -17314.204 -15030.292.
In eV, the orbital gap values for the records above are, in order, 7.968 11.300 6.695 5.880 8.852 9.822.